Record 1
Density functional theory data (ωB97M-V/def2-TZVPD) for a 2-piece molecular cluster, C11H29BN2O4 overall.

Geometry as XYZ:
```
47
Properties=species:S:1:pos:R:3:nbo_charge:R:1
C -0.277 -0.855 0.799 -0.616
C -0.085 -0.624 -0.707 -0.440
C -0.547 0.752 -1.245 -0.054
O -0.840 1.716 -0.248 -0.557
C -2.215 1.794 0.075 -0.050
C -2.401 2.592 1.373 -0.404
N -1.270 2.330 2.272 -0.847
B -3.745 2.186 2.144 1.050
O -3.651 1.847 3.481 -0.902
N -5.046 2.191 1.575 -0.677
C -5.253 2.633 0.207 -0.401
C -5.954 1.105 1.926 -0.404
H -0.629 -1.869 0.991 0.203
H -0.983 -0.160 1.246 0.223
H 0.662 -0.740 1.339 0.210
H -0.615 -1.397 -1.265 0.198
H 0.973 -0.741 -0.940 0.210
H 0.242 1.190 -1.858 0.184
H -1.421 0.629 -1.895 0.161
H -2.654 0.789 0.150 0.159
H -2.734 2.305 -0.744 0.173
H -2.467 3.655 1.084 0.185
H -1.409 2.835 3.138 0.360
H -0.403 2.644 1.857 0.374
H -2.914 1.271 3.694 0.502
H -4.603 3.476 -0.024 0.203
H -5.075 1.840 -0.529 0.175
H -6.287 2.965 0.081 0.193
H -5.910 0.912 2.995 0.225
H -6.980 1.377 1.669 0.188
H -5.712 0.181 1.388 0.173
C 4.765 -0.637 -0.679 -0.252
O 3.863 -1.690 -0.958 -0.552
C 3.880 -2.119 -2.307 -0.088
C 4.662 -3.403 -2.484 -0.087
O 6.039 -3.229 -2.203 -0.550
C 6.425 -3.693 -0.924 -0.253
H 4.779 -0.506 0.401 0.192
H 5.774 -0.867 -1.029 0.178
H 4.434 0.299 -1.144 0.167
H 4.304 -1.340 -2.951 0.174
H 2.845 -2.290 -2.618 0.183
H 4.571 -3.733 -3.523 0.184
H 4.236 -4.182 -1.842 0.173
H 6.390 -4.787 -0.874 0.166
H 5.787 -3.284 -0.136 0.177
H 7.450 -3.367 -0.761 0.191
```

Output
**Strongest force on any atom**: 0.83 eV/Å
**SMILES**: CCCOC[C@H](N)B(O)N(C)C.COCCOC
**LUMO level**: 0.708 eV
**Kohn-Sham gap**: 9.541 eV


Record 2
Density functional theory data (ωB97M-V/def2-TZVPD) for a 2-piece molecular cluster, C28H51BrF3N3O4 overall at a distorted geometry.

Geometry as XYZ:
```
90
Properties=species:S:1:pos:R:3:lowdin_charge:R:1
C 9.293 -3.845 1.465 -0.120
O 8.958 -2.525 1.109 -0.190
C 9.135 -2.322 -0.277 -0.251
C 9.106 -0.833 -0.629 -0.173
C 7.729 -0.385 -1.147 -0.206
C 6.709 -0.228 0.013 -0.201
C 6.391 1.253 0.247 -0.221
C 5.202 1.456 1.209 -0.198
C 4.300 2.624 0.710 -0.218
C 3.151 2.048 -0.116 -0.204
C 2.217 3.137 -0.694 -0.198
C 0.816 3.072 -0.086 -0.227
C -0.128 2.099 -0.808 -0.181
C -1.620 2.495 -0.626 -0.159
C -2.555 1.291 -0.359 -0.411
C -2.451 0.403 -1.623 -0.085
C -3.684 -0.488 -1.897 -0.152
C -3.362 -1.979 -2.167 -0.189
C -4.189 -2.941 -1.289 -0.225
C -4.797 -4.114 -2.086 -0.281
N -5.464 -5.056 -1.171 -0.022
O -3.903 1.820 -0.410 -0.103
C -4.291 2.433 0.789 -0.164
C -4.390 1.359 1.900 -0.108
N -3.569 0.163 1.580 -0.057
C -3.428 -0.838 2.681 -0.100
C -4.600 -0.891 3.660 -0.032
C -5.879 -1.469 3.054 -0.602
F -6.175 -2.646 3.654 0.127
F -6.944 -0.681 3.270 0.139
F -5.765 -1.739 1.742 0.140
C -2.249 0.555 0.966 -0.469
Br -1.355 1.690 2.316 0.975
C -1.382 -0.747 0.831 -0.709
O -0.200 -0.683 1.226 -0.041
O -1.968 -1.743 0.334 -0.007
H 9.320 -3.911 2.550 0.086
H 10.276 -4.138 1.080 0.083
H 8.551 -4.550 1.073 0.089
H 10.116 -2.713 -0.578 0.113
H 8.387 -2.866 -0.867 0.126
H 9.356 -0.229 0.242 0.119
H 9.826 -0.676 -1.433 0.106
H 7.871 0.604 -1.590 0.098
H 7.352 -1.044 -1.928 0.105
H 7.111 -0.666 0.926 0.107
H 5.790 -0.750 -0.253 0.109
H 7.267 1.806 0.591 0.116
H 6.096 1.652 -0.728 0.100
H 4.590 0.555 1.165 0.098
H 5.532 1.625 2.233 0.105
H 4.934 3.271 0.100 0.104
H 3.940 3.196 1.567 0.108
H 3.591 1.463 -0.926 0.113
H 2.585 1.400 0.554 0.111
H 2.210 3.125 -1.784 0.105
H 2.646 4.101 -0.407 0.101
H 0.344 4.058 -0.121 0.108
H 0.917 2.809 0.967 0.074
H 0.053 1.058 -0.547 0.100
H 0.109 2.191 -1.870 0.115
H -1.746 3.294 0.101 0.079
H -1.932 2.908 -1.584 0.120
H -1.510 -0.134 -1.674 0.125
H -2.411 1.121 -2.441 0.121
H -4.444 -0.452 -1.116 0.087
H -4.174 -0.119 -2.797 0.099
H -2.307 -2.181 -2.003 0.099
H -3.572 -2.259 -3.202 0.104
H -5.046 -2.427 -0.837 0.089
H -3.594 -3.309 -0.454 0.094
H -4.037 -4.606 -2.684 0.112
H -5.596 -3.680 -2.688 0.107
H -5.873 -4.549 -0.397 0.049
H -4.785 -5.679 -0.753 0.057
H -5.264 2.902 0.675 0.129
H -3.597 3.201 1.140 0.106
H -5.428 1.021 1.895 0.129
H -4.213 1.772 2.886 0.115
H -4.056 -0.320 0.815 0.160
H -2.513 -0.726 3.253 0.127
H -3.373 -1.814 2.209 0.137
H -4.791 0.036 4.192 0.126
H -4.304 -1.612 4.419 0.140
C -6.493 2.788 -2.419 -0.061
C -6.650 1.729 -3.411 -0.280
N -6.772 0.894 -4.195 0.131
H -7.440 2.962 -1.910 0.084
H -5.741 2.496 -1.688 0.049
H -6.178 3.709 -2.906 0.087
```

Output
**Strongest force on any atom**: 2.70 eV/Å
**SMILES**: COCCCCCCCCCCCC[C@]1(CCCCCN)OCC[N@H+](CCC(F)(F)F)[C@@]1(Br)C(=O)[O-].CC#N
**LUMO level**: -0.075 eV
**Kohn-Sham gap**: 8.642 eV


Record 3
Density functional theory data (ωB97M-V/def2-TZVPD) for a 2-piece molecular cluster, C34H31N3O2 overall at a distorted geometry.

Geometry as XYZ:
```
70
Properties=species:S:1:pos:R:3:nbo_charge:R:1
C -0.557 1.155 3.159 -0.146
N 0.504 1.815 3.858 0.462
O 1.576 1.207 4.125 -0.407
O 0.381 3.052 4.097 -0.445
C -1.889 1.536 3.640 -0.134
C -2.269 2.891 3.822 -0.125
C -3.560 3.254 4.238 -0.242
C -4.547 2.279 4.446 -0.206
C -4.210 0.923 4.267 -0.227
C -2.907 0.570 3.881 -0.182
H -0.435 0.073 3.004 0.232
H -1.517 3.646 3.619 0.237
H -3.835 4.298 4.405 0.214
H -5.564 2.564 4.786 0.214
H -5.017 0.182 4.417 0.216
H -2.702 -0.500 3.754 0.211
C 6.194 -0.238 1.346 -0.392
N 5.421 0.023 0.126 -0.506
C 6.172 0.274 -1.045 0.151
C 6.295 -0.729 -2.023 -0.224
C 7.073 -0.486 -3.155 -0.207
C 7.747 0.735 -3.290 -0.216
C 7.665 1.712 -2.298 -0.225
C 6.918 1.473 -1.151 -0.177
C 4.044 0.295 0.234 0.207
C 3.617 1.233 1.189 -0.196
C 2.290 1.512 1.337 -0.152
C 1.264 0.849 0.606 -0.155
C -0.118 1.130 0.953 -0.026
C -1.192 0.302 0.433 -0.146
C -2.366 0.872 -0.131 -0.146
C -3.375 0.071 -0.633 -0.236
C -3.239 -1.330 -0.584 0.193
N -4.210 -2.120 -1.237 -0.472
C -4.406 -3.499 -0.758 -0.406
C -4.490 -1.929 -2.619 0.147
C -3.948 -2.837 -3.554 -0.190
C -4.318 -2.743 -4.894 -0.217
C -5.277 -1.789 -5.277 -0.219
C -5.830 -0.907 -4.346 -0.203
C -5.429 -0.958 -3.015 -0.224
C -2.112 -1.930 0.019 -0.219
C -1.105 -1.116 0.521 -0.190
C 1.735 -0.023 -0.439 -0.152
C 3.075 -0.358 -0.565 -0.261
H 5.638 0.101 2.226 0.210
H 6.387 -1.322 1.435 0.191
H 7.163 0.280 1.311 0.200
H 5.784 -1.681 -1.863 0.219
H 7.140 -1.251 -3.920 0.215
H 8.344 0.914 -4.187 0.215
H 8.185 2.661 -2.419 0.216
H 6.882 2.209 -0.348 0.212
H 4.375 1.727 1.814 0.214
H 2.040 2.307 2.048 0.226
H -0.353 2.183 1.189 0.245
H -2.468 1.951 -0.169 0.222
H -4.310 0.474 -1.033 0.224
H -5.379 -3.855 -1.136 0.217
H -3.607 -4.189 -1.089 0.174
H -4.442 -3.483 0.340 0.213
H -3.241 -3.604 -3.229 0.210
H -3.860 -3.413 -5.623 0.217
H -5.581 -1.741 -6.326 0.216
H -6.578 -0.181 -4.664 0.218
H -5.863 -0.286 -2.279 0.219
H -2.006 -3.027 0.040 0.215
H -0.230 -1.594 0.990 0.227
H 1.021 -0.445 -1.145 0.222
H 3.413 -1.165 -1.230 0.224
```

Output
**Strongest force on any atom**: 2.35 eV/Å
**Energy relative to the best compared isomer or geometry (same formula, charge and spin)**: 0.00 kJ/mol
**LUMO level**: -1.063 eV
**Kohn-Sham gap**: 6.349 eV


Record 4
Density functional theory data (ωB97M-V/def2-TZVPD) for C8H24BaN3O13 as an isolated structure at a distorted geometry.

Geometry as XYZ:
```
49
Properties=species:S:1:pos:R:3:lowdin_charge:R:1
Ba -0.152 -0.884 0.599 2.035
N -3.736 0.600 0.283 -0.632
O -4.801 0.085 0.544 0.038
O -3.660 1.817 0.219 -0.050
O -2.734 -0.059 -0.049 -0.210
N -2.254 -0.736 3.818 -0.648
O -1.257 -0.537 3.110 -0.246
O -2.120 -0.971 5.032 -0.068
O -3.367 -0.748 3.338 0.016
N -2.621 -3.770 1.208 -0.717
O -1.572 -3.160 1.229 -0.237
O -3.604 -3.098 1.333 0.016
O -2.705 -4.956 1.115 -0.023
C 2.624 -1.139 -2.294 -0.063
C 1.904 0.186 -2.607 -0.280
O 1.240 0.533 -1.410 -0.227
H 3.419 -1.363 -3.005 0.077
H 1.882 -1.936 -2.236 0.058
H 3.115 -1.150 -1.321 0.067
H 1.220 0.092 -3.450 0.108
H 2.606 1.004 -2.768 0.116
H 1.061 1.467 -1.542 0.086
C 3.669 2.012 2.157 -0.065
C 3.137 0.764 1.443 -0.327
O 1.952 0.279 2.045 -0.197
H 3.621 1.840 3.232 0.080
H 3.080 2.869 1.830 0.067
H 4.718 2.183 1.915 0.074
H 3.910 -0.005 1.469 0.109
H 3.097 0.986 0.377 0.098
H 2.192 -0.078 2.903 0.103
C -0.622 3.836 1.958 -0.067
C -0.188 3.210 0.653 -0.294
O -0.655 1.858 0.580 -0.241
H -0.092 3.302 2.747 0.080
H -1.697 3.963 2.093 0.090
H -0.210 4.839 2.062 0.065
H 0.890 3.055 0.632 0.092
H -0.530 3.789 -0.205 0.115
H -1.592 1.891 0.374 0.027
C -0.740 -2.497 -4.145 -0.084
C -1.450 -2.067 -2.877 -0.249
O -0.692 -2.503 -1.703 -0.234
H 0.134 -1.876 -4.341 0.054
H -1.431 -2.372 -4.978 0.077
H -0.387 -3.528 -4.102 0.078
H -2.395 -2.582 -2.703 0.127
H -1.613 -0.989 -2.878 0.118
H -0.594 -3.458 -1.682 0.088
```

Output
**Strongest force on any atom**: 5.92 eV/Å
**Charge**: -1
**Energy relative to the best compared isomer or geometry (same formula, charge and spin)**: 197.24 kJ/mol
**LUMO level**: 1.365 eV
**Kohn-Sham gap**: 5.686 eV


- Among the records above, which one has the highest Kohn-Sham gap?
  C11H29BN2O4


- The lowest strongest force on any atom belongs to which entry?
  C11H29BN2O4


- Which formula does entry 1 have?
  C11H29BN2O4


- LUMO level of number 4 (C8H24BaN3O13)?
  1.365 eV